Entry from OMol25: a structure of composition C4H5N (ωB97M-V/def2-TZVPD).

```
! wB97M-V def2-TZVPD RIJCOSX def2/J DEFGRID3
* xyz 0 1
H -2.74 -0.42 1.00
C -0.90 -0.32 0.01
C 2.76 0.50 -0.01
C -2.35 -0.29 0.00
H 2.28 1.45 0.24
H -2.71 -1.10 -0.64
H -2.70 0.66 -0.41
C 0.28 -0.43 0.10
H 3.85 0.55 -0.12
N 2.23 -0.60 -0.17
*
```

Output
orbital gap	10.02	eV
E_LUMO	0.258	eV
HOMO level	-9.8	eV
relative energy (zero: lowest compared OMol25 entry of this formula, charge and spin)	489.5	kJ/mol

=====

Entry from OMol25: an isolated molecule of C5H8O (ωB97M-V/def2-TZVPD).

```
! wB97M-V def2-TZVPD RIJCOSX def2/J DEFGRID3
* xyz 0 1
H -3.15 0.02 0.88
H -0.40 -2.29 -0.92
H 3.51 0.53 0.13
H 2.62 0.89 1.62
C -2.23 0.12 0.30
O -1.79 -1.19 0.02
C 0.49 -0.45 -0.39
C -0.68 -1.23 -0.85
H -0.97 -0.90 -1.86
H -2.44 0.70 -0.61
H 2.53 2.00 0.24
C 1.42 0.20 0.02
C 2.58 0.94 0.52
H -1.48 0.67 0.90
*
```

Output
SMILES	CC#CCOC
orbital gap	10.55	eV
E_LUMO	0.964	eV
HOMO level	-9.6	eV
relative energy (zero: lowest compared OMol25 entry of this formula, charge and spin)	233.8	kJ/mol

=====

Entry from OMol25: an isolated molecule of C5H10O (ωB97M-V/def2-TZVPD).

```
! wB97M-V def2-TZVPD RIJCOSX def2/J DEFGRID3
* xyz 0 1
H 0.42 -1.05 1.20
H -2.06 -1.67 -0.02
H 3.22 0.86 0.55
H 2.86 0.21 -1.04
H -1.42 1.30 0.38
H -1.80 0.11 1.62
H -3.04 -0.28 -0.52
H 2.70 -0.83 0.39
H -0.87 0.15 -1.75
C 2.55 0.19 0.01
C -2.01 -0.63 -0.38
H 0.84 1.56 -0.34
C -1.30 0.24 0.66
O -1.34 -0.68 -1.62
C 1.11 0.61 0.13
C 0.16 -0.10 0.73
*
```

Output
SMILES	C/C=C/CCO
orbital gap	10.50	eV
E_LUMO	1.115	eV
HOMO level	-9.4	eV
relative energy (zero: lowest compared OMol25 entry of this formula, charge and spin)	89.8	kJ/mol

=====

Entry from OMol25: a structure of composition C37H33BrN15O7RbS2 (ωB97M-V/def2-TZVPD).

```
! wB97M-V def2-TZVPD RIJCOSX def2/J DEFGRID3
* xyz -2 1
N -1.52 2.75 -0.90
H -1.95 1.12 0.16
C -2.25 0.36 5.12
C -3.60 -4.06 -2.33
O 2.41 -2.16 3.57
C -0.01 1.33 5.16
C 2.61 5.34 0.64
C 2.89 2.07 1.34
C 5.29 -0.49 -1.34
H 0.50 -4.47 0.95
C 4.30 3.70 0.34
H 0.93 3.24 2.58
C -3.75 -1.73 -1.66
H -7.51 -2.68 -6.63
H 1.54 -1.79 4.03
C -1.00 2.24 -2.02
Rb 0.69 -0.71 -0.17
H -5.11 -2.68 -2.96
N -1.62 2.07 0.32
H -7.06 -4.50 -5.01
C 5.17 -1.32 -0.08
H -0.86 2.46 -4.00
H 4.69 2.94 -0.35
H 3.07 3.59 3.43
H 1.26 3.81 -1.00
C -0.83 -5.59 -0.34
C 2.12 3.33 -0.53
N 4.04 -1.13 0.59
N -4.76 -5.19 -4.01
H -3.39 -1.53 -6.44
N -0.88 -3.25 0.09
C -6.27 -3.84 -5.32
H -4.27 -0.78 -1.68
C -6.52 -2.82 -6.23
N -2.96 5.05 6.12
C -4.20 -2.18 -6.12
O -2.10 -0.81 -0.24
C 3.85 -1.81 1.72
H -1.85 3.70 -0.90
H 5.07 4.45 0.52
H 3.28 1.30 0.66
H 2.58 1.61 2.27
C 3.38 4.07 2.50
C -4.99 -4.02 -4.78
C -0.87 0.18 4.99
N -0.42 1.05 -1.86
C 6.16 -2.21 0.34
C -4.26 1.69 5.53
H 6.69 -3.63 1.86
C -2.84 1.59 5.40
O -0.24 0.65 -4.09
H -2.29 -6.36 -1.71
H 2.52 2.57 -1.20
H 7.10 -2.31 -0.18
C -3.96 -3.18 -5.21
H -1.69 3.75 -3.18
N 2.22 4.75 1.91
H 4.54 -3.27 3.12
C -0.63 2.56 5.44
H 1.74 5.82 0.18
C -1.96 -3.14 -0.72
C 4.76 -2.74 2.20
N 3.15 4.36 -0.31
H -0.36 -6.55 -0.13
C -1.89 -5.50 -1.20
N 1.70 2.69 0.72
N -1.05 2.97 -3.15
O 1.80 -0.67 2.02
H 0.00 3.42 5.58
H 3.38 6.10 0.82
H -0.70 2.04 0.75
C -0.34 -4.43 0.28
N 3.94 3.06 1.60
C 1.20 3.72 1.64
O 4.60 0.44 -1.59
C -2.50 -4.24 -1.42
O 0.63 -0.67 -2.63
Br -5.81 -0.60 -7.87
H 4.15 4.82 2.71
O 6.28 -0.86 -2.20
H 0.33 4.20 1.20
H -2.88 -0.50 4.99
S -0.29 -1.42 4.66
N 0.00 0.34 -2.92
N -5.40 1.76 5.65
S 1.72 1.27 5.09
H 6.66 -1.70 -1.93
C -2.01 2.71 5.56
C 2.57 -1.49 2.46
C -2.55 4.00 5.86
H -2.96 -3.31 -4.81
N -4.02 -5.19 -2.98
C -2.57 -1.80 -0.84
C 5.94 -2.94 1.50
C -4.21 -2.80 -2.37
C -5.48 -1.99 -6.62
*
```

Output
orbital gap	3.92	eV
E_LUMO	2.824	eV
HOMO level	-1.1	eV
relative energy (zero: lowest compared OMol25 entry of this formula, charge and spin)	196.4	kJ/mol

=====

Entry from OMol25: an isolated molecule of C6H6F4N2O3 (ωB97M-V/def2-TZVPD).

```
! wB97M-V def2-TZVPD RIJCOSX def2/J DEFGRID3
* xyz 0 1
O 1.66 -0.15 0.43
H 2.49 -2.06 0.63
F -0.60 -1.93 0.86
C -1.99 -0.86 -0.64
C -0.28 2.04 -0.23
H 0.70 -0.85 -1.18
F -3.11 -0.84 0.07
F -1.97 -2.03 -1.27
C 0.65 -0.20 -0.42
H 2.95 -1.09 -0.83
C -1.14 0.39 1.45
N -0.95 1.63 0.93
H -1.28 2.40 1.40
O -1.51 0.15 2.54
H 0.97 1.50 -1.69
O -0.36 3.17 -0.64
F -2.15 0.06 -1.64
N 0.27 1.06 -0.99
H 3.69 -0.69 0.74
C 2.74 -1.07 0.16
C -0.78 -0.64 0.33
*
```

Output
SMILES	CO[C@@H]1NC(=O)NC(=O)[C@@]1(F)C(F)(F)F
orbital gap	11.18	eV
E_LUMO	0.457	eV
HOMO level	-10.7	eV
relative energy (zero: lowest compared OMol25 entry of this formula, charge and spin)	0.0	kJ/mol

=====

Entry from OMol25: an isolated molecule of C19H24N2O4S (ωB97M-V/def2-TZVPD).

```
! wB97M-V def2-TZVPD RIJCOSX def2/J DEFGRID3
* xyz 0 1
H -0.69 -1.70 2.79
H 0.54 -0.43 0.42
N -0.73 0.91 2.39
C -1.72 1.69 -0.96
H 1.45 2.17 3.60
C 1.81 -2.49 -6.85
C -0.52 2.16 4.49
C -1.07 0.91 3.79
H -2.19 -1.57 3.70
O 0.46 2.32 -4.77
C 0.36 -1.99 -5.31
O 1.72 0.25 -4.30
H 1.40 -0.36 -1.92
O -2.85 0.96 1.60
H -2.61 2.24 -0.68
N -0.77 0.17 -5.00
H -0.77 0.39 -5.99
C -1.65 0.93 1.40
H 2.56 0.83 5.35
H -1.75 -1.64 -5.19
H -0.95 2.21 5.49
S 0.49 0.99 -4.24
H 2.23 -2.41 -7.83
H -0.85 -1.40 -3.67
H 1.27 -1.28 5.12
H 1.38 -0.44 3.58
C 1.21 -2.90 -4.75
C 0.05 0.19 -0.32
C 1.47 0.86 5.30
O 0.72 -1.74 -6.59
H 1.09 0.86 6.33
H -2.17 0.93 3.82
H 1.18 -3.28 -3.75
H 2.98 -3.90 -5.68
H -1.71 2.30 -3.03
C -1.07 0.94 0.02
C 2.16 -3.22 -5.76
C 0.53 0.21 -1.62
H -0.84 -2.51 4.35
C 0.95 -0.38 4.58
C -1.11 -1.62 3.79
H 1.35 3.00 5.14
C 1.00 2.12 4.59
H -0.84 3.05 3.95
H 0.25 0.96 2.15
C -1.24 1.72 -2.25
C -0.82 -1.26 -4.75
C -0.12 0.98 -2.56
C -0.58 -0.37 4.49
H -0.98 -0.35 5.51
*
```

Output
SMILES	C[C@H]1CCCC[C@H]1NC(=O)c1ccc(S(=O)(=O)NCc2ccco2)cc1
orbital gap	8.76	eV
E_LUMO	0.167	eV
HOMO level	-8.6	eV
relative energy (zero: lowest compared OMol25 entry of this formula, charge and spin)	144.8	kJ/mol

=====

Entry from OMol25: a structure of composition C4H11N2 (ωB97M-V/def2-TZVPD).

```
! wB97M-V def2-TZVPD RIJCOSX def2/J DEFGRID3
* xyz 1 1
H 1.32 0.37 -1.26
H 0.20 2.38 0.22
H -0.55 -0.56 -2.59
H 0.03 -1.55 2.06
H 1.47 0.14 0.93
H -1.39 -0.80 1.29
C 0.30 0.82 -1.27
C -0.30 -0.90 1.23
C -0.09 1.33 0.12
H 0.50 0.84 2.22
H 0.29 1.67 -1.96
H -1.18 1.37 0.15
H -0.06 -2.68 0.15
H -0.39 -1.06 -0.89
C 0.46 0.43 1.21
N 0.05 -1.66 0.07
N -0.67 -0.14 -1.66
*
```

Output
orbital gap	6.50	eV
E_LUMO	-8.579	eV
HOMO level	-15.1	eV
relative energy (zero: lowest compared OMol25 entry of this formula, charge and spin)	598.7	kJ/mol

=====

Entry from OMol25: a cluster of 2 separate species, C4H15N3O in total (ωB97M-V/def2-TZVPD).

```
! wB97M-V def2-TZVPD RIJCOSX def2/J DEFGRID3
* xyz 2 1
H 1.47 2.70 0.72
H -1.99 -0.63 -0.95
H -2.98 -1.61 0.97
H 1.33 -1.82 -1.42
C -0.97 -0.64 -0.57
H -3.39 -0.91 2.50
H 3.03 -0.77 -0.24
H 1.08 2.38 2.15
N -1.02 0.22 0.66
H -0.43 1.04 0.73
C 1.37 -0.74 -1.58
O 1.15 1.98 1.27
N -2.84 -0.88 1.65
H 2.81 0.63 -1.01
C -0.02 -0.16 -1.65
H -1.82 0.73 2.42
H -0.69 -1.62 -0.17
H 1.93 -0.61 -2.51
H -0.38 -0.48 -2.62
N 2.29 -0.13 -0.54
H -0.02 0.93 -1.73
H 1.94 0.40 0.27
C -1.86 -0.01 1.63
*
```

Output
orbital gap	11.91	eV
E_LUMO	-6.534	eV
HOMO level	-18.4	eV
relative energy (zero: lowest compared OMol25 entry of this formula, charge and spin)	30.3	kJ/mol

=====

Entry from OMol25: a cluster of 8 separate species, C23H24F7O23 in total (ωB97M-V/def2-TZVPD).

```
! wB97M-V def2-TZVPD RIJCOSX def2/J DEFGRID3
* xyz -1 1
C 0.96 -4.91 1.68
C -2.68 0.21 -1.46
H -1.48 2.63 -0.04
O 0.63 0.83 -3.38
O -1.15 3.58 4.16
H 0.82 -2.17 -3.37
C -0.61 0.49 -3.55
H 2.02 0.18 -1.95
F 3.11 0.57 2.84
H -3.51 -1.16 1.20
H -2.75 1.27 0.85
O -0.68 -0.85 -3.24
C -2.32 -1.74 -0.42
F -0.32 -2.41 2.68
H -1.36 -3.14 0.64
F -3.38 -2.48 -0.58
O 3.96 -3.15 0.31
O -1.56 1.18 -3.86
F -3.69 0.88 2.48
C 2.32 0.95 1.81
H -0.66 0.91 -1.46
H 0.96 -1.77 1.36
H 2.97 -1.50 1.15
H 3.44 0.59 0.11
O 3.26 -5.36 0.34
O 1.59 2.11 2.16
H -1.40 -2.26 -0.16
O -3.27 0.30 -0.32
C -2.01 3.36 -0.65
H 0.01 -3.14 -0.35
H 1.12 -1.85 -0.44
C -2.76 -0.73 0.53
C 3.19 1.48 0.68
H -1.61 -0.40 2.51
F 2.45 -2.09 -2.00
C -0.19 1.08 -0.49
H -1.39 5.36 -0.04
C -0.29 -3.38 0.67
H -1.93 -0.31 1.09
C 3.29 -1.90 0.19
C -1.37 0.67 2.49
O -0.14 -4.74 0.97
O 2.27 2.33 0.07
C 1.44 -0.15 -2.81
O -2.19 2.99 -2.00
H -0.98 1.34 0.22
O -1.90 3.94 -4.03
C 1.47 2.88 1.02
O 0.74 3.85 0.90
O -2.09 -0.91 -1.56
C 0.53 -2.69 1.76
O -2.37 2.64 2.38
F -3.22 3.65 -0.18
H 1.58 0.18 1.59
O -1.19 1.32 3.66
C -1.78 3.95 -2.80
O -0.18 -1.00 0.50
O -1.17 4.93 -2.06
C -2.56 1.37 1.92
O 1.42 -6.00 1.91
C -1.50 2.65 3.46
C 0.57 -0.14 -0.01
H 4.00 2.05 1.13
C -1.03 4.59 -0.71
O 1.77 -0.39 -0.27
H 0.43 1.97 -0.49
H -0.55 0.77 1.77
O 1.38 -3.74 2.13
H 0.45 -1.61 -1.70
C 3.13 -4.20 0.02
C 2.06 -2.33 -0.72
F 2.27 -0.58 -3.66
O 2.03 -3.73 -0.56
O -2.70 0.98 -2.42
H 0.01 4.38 -0.43
C 0.52 -1.33 -2.75
H 3.80 -1.17 -0.44
*
```

Output
orbital gap	8.74	eV
E_LUMO	2.242	eV
HOMO level	-6.5	eV
relative energy (zero: lowest compared OMol25 entry of this formula, charge and spin)	1616.0	kJ/mol

=====

Entry from OMol25: an isolated molecule of C5H7NO (ωB97M-V/def2-TZVPD).

```
! wB97M-V def2-TZVPD RIJCOSX def2/J DEFGRID3
* xyz 0 1
N 1.21 -0.04 -2.01
C 0.77 -1.76 0.01
H -1.56 2.66 -0.56
C -0.13 0.91 -0.12
C -0.06 -0.70 0.72
H 0.23 -2.65 -0.31
H 0.35 -0.36 1.67
H -1.12 -0.97 0.81
C -1.22 1.87 0.13
O 0.08 2.06 0.67
H -1.98 1.53 0.83
H 1.72 -2.02 0.49
C 0.61 0.70 -1.34
H 1.10 -1.24 -0.99
*
```

Output
SMILES	CC[C@@]1(C#N)CO1
orbital gap	11.50	eV
E_LUMO	0.845	eV
HOMO level	-10.7	eV
relative energy (zero: lowest compared OMol25 entry of this formula, charge and spin)	343.5	kJ/mol

=====

Entry from OMol25: a structure of composition C22H39Cl3MnN3O3Si (ωB97M-V/def2-TZVPD).

```
! wB97M-V def2-TZVPD RIJCOSX def2/J DEFGRID3
* xyz 0 5
H -0.32 2.13 -1.68
C 2.68 -2.54 -1.28
C -1.84 -3.16 4.15
H -3.42 -4.90 1.85
H 0.87 5.47 2.13
C 1.33 2.83 -4.22
H -1.36 -1.04 1.62
Cl -0.68 -2.28 -1.09
Si -1.03 -0.21 -0.74
H 2.61 -2.10 -0.28
H -0.60 6.20 1.44
H 0.29 1.07 4.53
C 1.54 0.14 3.17
H -2.41 -6.27 3.17
H -0.74 -5.68 3.44
H 2.67 2.28 -2.59
N -2.28 -4.22 3.44
C -0.20 3.50 3.22
H -0.44 0.47 1.59
H -0.12 -0.63 4.24
Mn 2.76 1.08 0.41
H 0.90 3.70 3.34
Cl 4.83 0.61 -0.19
H -3.22 -0.34 -1.47
N -0.81 4.32 2.34
C -0.75 1.73 -0.75
H -0.14 2.14 0.07
C -2.85 -4.00 2.11
H -3.51 -3.13 2.15
H -2.25 -0.86 -2.86
H -1.31 -3.43 5.08
O 1.67 0.26 -0.80
H -2.70 3.98 3.17
H -2.18 0.52 1.32
C -0.04 5.28 1.57
N 2.13 0.36 2.18
H 1.81 3.79 -4.37
H 0.26 4.88 0.60
H 1.55 -4.05 -3.36
H -1.89 -5.80 4.80
C -0.31 1.14 -4.84
C 1.35 0.70 -3.13
H -0.08 -0.79 -3.82
C 0.27 0.25 -3.90
H 1.77 -3.53 -5.05
H -1.78 2.12 -0.62
C 0.73 0.07 4.35
C 0.24 2.42 -4.99
C 2.08 -2.00 -3.63
H -0.22 3.09 -5.73
O -0.80 2.61 3.84
H 3.20 0.23 -2.20
C 1.84 1.99 -3.25
H 2.07 -1.27 -4.45
C -1.27 -0.07 1.11
O -2.01 -1.98 3.81
H -2.65 5.17 1.83
C -1.80 -5.56 3.73
H 3.73 -2.83 -1.48
H 3.18 -3.78 -4.04
H -2.54 3.43 1.49
C -2.34 -0.10 -2.08
Cl 2.49 3.33 0.61
H -1.12 0.78 -5.49
H -2.08 -3.84 1.35
C 2.14 -3.42 -4.04
H -2.44 0.90 -2.53
C 2.20 -1.59 -2.36
C -2.25 4.22 2.20
C 2.14 -0.08 -2.09
H 1.31 -0.20 5.25
H 2.12 -3.48 -1.33
*
```

Output
orbital gap (spin up / spin down)	5.77 / 8.25	eV
E_LUMO (spin up / spin down)	-2.611 / -0.162	eV
HOMO level (spin up / spin down)	-8.4 / -8.4	eV

=====

| no. | electronic energy (Ha) | strongest force on any atom (eV Å⁻¹) |
| --- | --- | --- |
| 1 | -209.9773 | 5.6 |
| 2 | -270.4688 | 0.5 |
| 3 | -271.7184 | 0.4 |
| 4 | -6172.2585 | 1.8 |
| 5 | -966.9381 | 5.9 |
| 6 | -1547.0746 | 1.1 |
| 7 | -268.0769 | 1.9 |
| 8 | -400.3419 | 1.5 |
| 9 | -3320.0635 | 9.9 |
| 10 | -324.5936 | 2.6 |
| 11 | -4072.8070 | 3.9 |